(1)
{"formula": "C4H8N3", "method": "wB97M-V/def2-TZVPD", "homo_energy_ha": [-0.5206, -0.5206], "total_energy_ha": -320.9917, "gap_ev": [9.54, 9.54], "e_lumo_ev": [-4.62, -4.62], "charge": 1, "e_above_lowest_ev": 8.151, "species": ["C", "C", "C", "C", "N", "N", "N", "H", "H", "H", "H", "H", "H", "H", "H"], "coordinates": [[-0.23059, 1.08604, -0.91113], [-1.29952, 1.38979, 0.19096], [-0.32053, -0.35344, -0.38859], [-1.43677, -0.10327, 0.54116], [-1.25270, -1.21757, -0.74199], [1.77374, -1.47247, 0.27963], [-1.92534, -1.38545, 0.59473], [-0.63975, 1.21424, -1.87864], [0.71830, 1.53994, -0.79950], [-0.83355, 1.83372, 1.05266], [-2.23854, 1.81752, -0.22651], [2.68796, -1.66041, -0.25746], [1.41048, -2.30288, 0.63029], [1.83850, -0.89409, 1.16752], [-2.94993, -1.51033, 0.52264]], "mulliken_charge": [-0.747, -0.191, 0.824, 0.092, -0.300, -0.730, -0.262, 0.310, 0.283, 0.274, 0.308, 0.259, 0.262, 0.290, 0.328]}

=====

(2)
{"formula": "C6H13NO", "method": "wB97M-V/def2-TZVPD", "homo_energy_ha": -0.2943, "smiles": "C=CNC/C=C/C.O", "total_energy_ha": -366.3072, "gap_ev": 8.80, "e_lumo_ev": 0.80, "charge": 0, "e_above_lowest_ev": 3.447, "species": ["C", "C", "N", "C", "C", "C", "C", "H", "H", "H", "H", "H", "H", "H", "H", "H", "H", "H", "O", "H", "H"], "coordinates": [[-1.68717, -1.87485, 0.74290], [-1.73435, -0.83923, -0.06180], [-0.84665, -0.72449, -1.17869], [-0.48892, 0.65350, -1.76418], [0.14735, 1.57216, -0.87793], [0.74459, 1.21773, 0.23750], [1.39629, 2.22767, 1.26733], [-1.03968, -2.69415, 0.47923], [-2.36371, -2.01316, 1.45255], [-2.28261, 0.06766, 0.12184], [-0.16369, -1.43952, -1.09685], [0.00700, 0.38799, -2.77960], [-1.43062, 1.13440, -2.19593], [0.04891, 2.66272, -1.26244], [0.74448, 0.07146, 0.63594], [1.04456, 2.01768, 2.22522], [2.42697, 2.06155, 1.31490], [1.28497, 3.21400, 0.82812], [1.44522, -2.56504, 0.22499], [2.00878, -2.21063, 0.88271], [0.73828, -2.92748, 0.80417]], "mulliken_charge": [-0.873, -0.127, -0.346, -0.692, -0.262, 0.491, -1.298, 0.198, 0.386, 0.348, 0.309, 0.340, 0.302, 0.150, 0.050, 0.351, 0.340, 0.331, -0.618, 0.292, 0.328]}

=====

(3)
{"formula": "C4H9N3", "method": "wB97M-V/def2-TZVPD", "homo_energy_ha": -0.3038, "total_energy_ha": -321.9924, "gap_ev": 9.10, "e_lumo_ev": 0.83, "charge": 0, "e_above_lowest_ev": 2.667, "species": ["C", "C", "C", "C", "H", "H", "H", "H", "H", "H", "H", "H", "H", "N", "N", "N"], "coordinates": [[0.79718, 1.87443, 0.10372], [-0.11793, 0.65911, -0.00568], [-1.47462, 0.67771, -0.06419], [0.66327, -0.63230, -0.02253], [0.13017, 2.75735, 0.00384], [1.66946, 1.96655, -0.60786], [1.37772, 1.85692, 1.16604], [-1.92306, 1.58750, -0.09175], [-3.17314, -0.46130, 0.70816], [-1.67995, -1.10058, 0.26707], [2.52374, -1.44433, -0.33016], [2.32059, 0.31627, -0.61961], [0.77891, -2.35887, 0.09333], [-2.28117, -0.39055, -0.22363], [2.07516, -0.52098, -0.03151], [0.03004, -1.74465, 0.16128]], "mulliken_charge": [-1.343, 0.601, -0.657, 0.458, 0.324, 0.332, 0.280, 0.482, 0.332, 0.390, 0.269, 0.192, 0.171, -0.674, -0.495, -0.662]}

=====

(4)
{"formula": "C5H8N2O2", "method": "wB97M-V/def2-TZVPD", "homo_energy_ha": -0.2960, "smiles": "[H]/N=c1/oc(CO)cn1C", "total_energy_ha": -455.2538, "gap_ev": 8.65, "e_lumo_ev": 0.59, "charge": 0, "e_above_lowest_ev": 2.849, "species": ["H", "N", "C", "O", "C", "C", "O", "C", "N", "C", "H", "H", "H", "H", "H", "H", "H"], "coordinates": [[3.06619, -1.19302, -0.00053], [2.24615, -1.75227, -0.13321], [1.17850, -1.05786, -0.07713], [-0.12417, -1.58332, 0.02532], [-1.03038, -0.52668, 0.17822], [-2.51921, -0.79810, 0.21870], [-3.29049, 0.26809, -0.21334], [-0.34396, 0.63198, 0.15353], [1.01087, 0.34187, -0.05680], [2.01302, 1.28550, 0.07578], [-2.95806, -1.11092, 1.21165], [-2.55061, -1.58841, -0.51592], [-2.80500, 0.58840, -1.10073], [-0.69319, 1.70528, 0.00424], [2.64985, 1.36852, -0.86646], [1.43812, 2.26262, 0.20940], [2.71238, 1.15832, 0.88729]], "mulliken_charge": [0.239, -0.742, 0.439, -0.425, -0.250, -0.419, -0.539, 0.325, 0.166, -0.896, 0.289, 0.271, 0.337, 0.299, 0.289, 0.279, 0.335]}

=====

(5)
{"formula": "C24H26N2O3S2", "method": "wB97M-V/def2-TZVPD", "homo_energy_ha": -0.3256, "smiles": "CC[C@@H](C)NS(=O)(=O)c1ccc(NC(=O)[C@H](Sc2ccccc2)c2ccccc2)cc1", "total_energy_ha": -2061.7853, "gap_ev": 9.31, "e_lumo_ev": 0.45, "charge": 0, "e_above_lowest_ev": 0.135, "species": ["C", "C", "C", "C", "N", "S", "O", "O", "C", "C", "C", "C", "N", "C", "O", "C", "S", "C", "C", "C", "C", "C", "C", "C", "C", "C", "C", "C", "C", "C", "C", "H", "H", "H", "H", "H", "H", "H", "H", "H", "H", "H", "H", "H", "H", "H", "H", "H", "H", "H", "H", "H", "H", "H", "H", "H", "H"], "coordinates": [[-3.17814, -1.92896, 0.72700], [-4.57872, -1.74844, 0.15566], [-4.78836, -0.33704, -0.40291], [-6.14326, -0.18398, -1.08994], [-4.61208, 0.63500, 0.66058], [-4.00414, 2.12370, 0.21452], [-4.25311, 3.00287, 1.31897], [-4.45914, 2.51175, -1.09218], [-2.26908, 1.72157, 0.13314], [-1.64442, 1.55741, -1.08679], [-0.31010, 1.19577, -1.13668], [0.39392, 1.00188, 0.05030], [1.73622, 0.63490, 0.07387], [2.53414, 0.25493, -0.95740], [2.23676, 0.26551, -2.12779], [3.92982, -0.17345, -0.49397], [3.80747, -1.33598, 0.92523], [2.36996, -2.27282, 0.43960], [1.40563, -2.52813, 1.40472], [0.26659, -3.23383, 1.06625], [0.08420, -3.67472, -0.23397], [1.05556, -3.42791, -1.18937], [2.20656, -2.73654, -0.85662], [4.70617, 1.06973, -0.15024], [5.37320, 1.73535, -1.17315], [6.05104, 2.91246, -0.91624], [6.07282, 3.43742, 0.36507], [5.41291, 2.77843, 1.38714], [4.72803, 1.60348, 1.13141], [-0.24993, 1.17520, 1.27812], [-1.58206, 1.53277, 1.31725], [-2.99785, -1.19698, 1.50971], [-3.06677, -2.92676, 1.14430], [-2.42565, -1.78956, -0.04646], [-4.74737, -2.46877, -0.64638], [-5.31936, -1.93197, 0.93663], [-3.99377, -0.11848, -1.12402], [-6.94925, -0.37736, -0.38398], [-6.23099, -0.88097, -1.91931], [-6.23858, 0.83011, -1.46984], [-5.40537, 0.72066, 1.27753], [-2.21036, 1.72963, -1.98873], [0.19030, 1.06230, -2.08106], [2.14296, 0.55053, 0.99895], [4.41737, -0.69205, -1.32330], [1.55663, -2.17488, 2.41366], [-0.48288, -3.42896, 1.81790], [-0.81116, -4.21496, -0.50139], [0.92345, -3.77828, -2.20175], [2.96290, -2.56069, -1.60528], [5.35248, 1.32989, -2.17396], [6.56537, 3.41948, -1.71870], [6.60515, 4.35473, 0.56624], [5.42958, 3.17819, 2.38999], [4.23595, 1.08718, 1.94273], [0.30130, 1.02777, 2.19562], [-2.10252, 1.68194, 2.24930]], "mulliken_charge": [-0.900, -0.972, 0.537, -1.703, -0.228, 1.460, -0.776, -0.674, -0.101, -0.404, -0.741, 0.805, 0.275, 0.094, -0.673, 0.226, -0.185, 0.656, -0.438, -0.470, -0.491, -0.735, -0.342, -0.053, -0.353, -0.643, -0.404, -0.820, -0.214, -0.683, -0.945, 0.255, 0.449, 0.211, 0.361, 0.344, 0.239, 0.371, 0.406, 0.402, 0.337, 0.537, 0.546, 0.017, 0.654, 0.414, 0.393, 0.421, 0.417, 0.402, 0.416, 0.395, 0.384, 0.390, 0.291, 0.394, 0.448]}

=====

(6)
{"formula": "C7H10", "method": "wB97M-V/def2-TZVPD", "homo_energy_ha": -0.3242, "total_energy_ha": -272.6413, "gap_ev": 9.90, "e_lumo_ev": 1.08, "charge": 0, "e_above_lowest_ev": 2.088, "species": ["C", "C", "C", "C", "C", "C", "C", "H", "H", "H", "H", "H", "H", "H", "H", "H", "H"], "coordinates": [[-0.58904, 0.97660, 1.60670], [-0.14479, 0.08257, 0.49360], [1.28634, -0.41170, 0.19000], [0.73826, -0.39563, -1.26197], [0.00568, 0.90971, -0.88460], [-0.40491, -1.40565, -1.14740], [-0.98284, -1.10243, 0.01294], [-1.50996, 1.53287, 1.38509], [-0.80390, 0.35027, 2.45809], [0.14213, 1.72943, 1.91048], [1.59113, -1.38051, 0.58873], [2.04481, 0.35083, 0.39165], [1.39309, -0.45308, -2.12602], [-0.90493, 1.16668, -1.44467], [0.66758, 1.79488, -0.83226], [-0.68039, -2.15874, -1.87094], [-1.85851, -1.53480, 0.48542]], "mulliken_charge": [-1.650, 0.841, -0.573, -0.341, -0.691, -0.533, -0.654, 0.314, 0.414, 0.360, 0.273, 0.301, 0.501, 0.307, 0.285, 0.435, 0.410]}

=====

(7)
{"formula": "C22H27GeN5O7Se4V", "method": "wB97M-V/def2-TZVPD", "s2": 2.0234, "homo_energy_ha": [-0.2012, -0.2077], "total_energy_ha": -14281.8708, "gap_ev": [6.90, 7.22], "e_lumo_ev": [1.43, 1.56], "multiplicity": 3, "charge": -1, "e_above_lowest_ev": 0.589, "species": ["V", "Se", "Se", "Se", "Se", "O", "C", "C", "O", "C", "C", "O", "C", "O", "O", "C", "C", "C", "C", "Ge", "C", "C", "C", "C", "H", "H", "H", "H", "H", "H", "H", "H", "H", "H", "H", "H", "H", "H", "H", "H", "H", "H", "H", "N", "C", "N", "C", "N", "O", "C", "N", "C", "O", "C", "C", "C", "C", "N", "C", "H", "H", "H", "H", "H", "H", "H", "H"], "coordinates": [[-1.33664, 0.11920, 0.23656], [1.25253, 0.14221, 0.85964], [2.09846, 1.90026, 2.15210], [0.09843, 3.11726, 2.34423], [-1.50629, 1.44761, 2.31572], [-2.40222, -5.10548, -2.05667], [-2.13838, -4.07300, -1.51260], [-1.62970, -2.79311, -2.16009], [-1.65662, -2.52198, -3.35963], [-1.12677, -2.00190, -1.08249], [-1.55343, -2.44493, 0.19288], [-1.37410, -1.73334, 1.23060], [-2.18631, -3.79702, 0.00627], [-2.64991, -4.53155, 0.83315], [-0.41190, -0.87418, -1.17482], [3.54544, -0.50245, -5.77163], [2.63988, -0.50733, -4.54653], [2.37271, 0.90140, -4.02145], [1.60788, 0.93715, -2.68783], [2.54341, 0.19215, -1.17937], [4.18027, 1.12923, -0.70043], [5.29771, 1.12534, -1.75274], [5.84461, -0.26277, -2.07030], [7.08071, -0.21936, -2.95866], [3.69029, -1.50569, -6.17627], [4.53340, -0.09770, -5.52824], [3.12424, 0.11579, -6.56919], [3.09086, -1.12368, -3.76542], [1.68197, -0.97971, -4.78558], [1.77619, 1.43588, -4.76963], [3.31580, 1.44661, -3.94944], [0.67860, 0.37041, -2.77261], [1.33897, 1.96139, -2.42316], [2.80167, -1.31450, -1.32768], [4.53511, 0.66418, 0.22450], [3.89745, 2.14828, -0.43048], [6.12165, 1.75696, -1.40156], [4.94948, 1.58432, -2.67974], [5.06997, -0.85819, -2.56121], [6.07590, -0.77883, -1.13257], [6.87094, 0.30544, -3.89515], [7.43455, -1.21989, -3.21374], [7.90212, 0.30786, -2.46604], [-7.59470, -0.65779, 1.35419], [-6.66757, -0.29350, 0.76729], [-5.67955, 0.19204, 0.02965], [-4.44037, 0.10978, 0.17026], [-3.26317, 0.10549, 0.18589], [-1.50527, -1.74896, -6.22232], [-2.62702, -0.94831, -5.90770], [-2.34240, -0.07994, -4.79070], [-2.34144, 1.27018, -4.82977], [-2.66618, 1.95493, -5.78527], [-1.86209, 1.90533, -3.54638], [-1.26303, 3.15416, -3.54384], [-0.76122, 3.64623, -2.35560], [-0.83496, 2.86204, -1.20940], [-1.42687, 1.67007, -1.20865], [-1.96091, 1.22464, -2.35273], [-1.33380, -2.29772, -5.44467], [-3.47666, -1.58426, -5.66111], [-2.86239, -0.33022, -6.76747], [-2.00090, -0.56787, -3.97106], [-1.19616, 3.70621, -4.47460], [-0.28349, 4.61575, -2.30154], [-0.41798, 3.18252, -0.26301], [-2.49168, 0.28403, -2.29878]], "mulliken_charge": [0.537, -0.054, -0.178, -0.205, -0.367, -0.578, 0.345, -0.389, -0.659, 0.839, 0.709, -0.789, 0.107, -0.576, 0.189, -1.458, 0.161, -1.040, 0.901, 0.105, -1.030, -0.605, 0.086, -1.490, 0.404, 0.244, 0.346, 0.261, 0.097, 0.574, 0.267, -0.708, 0.143, 0.007, 0.425, 0.518, 0.528, 0.108, 0.084, 0.329, 0.303, 0.375, 0.385, -0.532, 0.480, -0.666, 0.605, -0.657, -0.598, -0.587, 0.176, 0.369, -0.725, 0.061, -0.435, -0.859, -0.159, 0.693, -0.664, 0.412, 0.281, 0.458, -0.021, 0.518, 0.454, 0.103, 1.042]}

=====

(8)
{"formula": "C14H12F5IN2O3TeV", "method": "wB97M-V/def2-TZVPD", "s2": 3.7666, "homo_energy_ha": [-0.3181, -0.3341], "total_energy_ha": -2885.0559, "gap_ev": [7.40, 6.93], "e_lumo_ev": [-1.25, -2.16], "multiplicity": 4, "charge": 0, "e_above_lowest_ev": 0.000, "species": ["V", "C", "C", "N", "C", "C", "C", "O", "C", "C", "N", "C", "C", "C", "C", "C", "C", "I", "C", "O", "H", "H", "H", "H", "H", "H", "H", "H", "H", "H", "H", "H", "F", "Te", "F", "F", "F", "F", "O"], "coordinates": [[1.43625, 0.65640, -1.31203], [3.44135, 0.34228, 2.69722], [1.96377, 0.11796, 2.71768], [1.39139, -0.32263, 3.81241], [0.06246, -0.54452, 3.82654], [-0.75998, -0.32053, 2.75617], [-2.23434, -0.60182, 2.85519], [-2.69913, -1.49855, 1.84610], [-0.16756, 0.14865, 1.55544], [-1.01071, 0.42568, 0.42331], [-0.62197, 0.63972, -0.79348], [-1.65698, 0.81140, -1.76846], [-2.91242, 0.21952, -1.60381], [-3.91357, 0.41174, -2.53941], [-3.68307, 1.17850, -3.67020], [-2.42840, 1.72464, -3.88253], [-1.43066, 1.52694, -2.94334], [0.49170, 2.22808, -3.37757], [1.20905, 0.36805, 1.53217], [1.84717, 0.83966, 0.48312], [3.84004, 0.19386, 3.69694], [3.67557, 1.34728, 2.34457], [3.91200, -0.35743, 2.00448], [-0.34260, -0.92642, 4.75724], [-2.82122, 0.30979, 2.72492], [-2.45871, -0.98658, 3.85297], [-2.20848, -2.32422, 1.92835], [-2.07325, 0.47060, 0.62934], [-3.08960, -0.42965, -0.75640], [-4.87508, -0.06019, -2.38936], [-4.46411, 1.32731, -4.40287], [-2.22291, 2.28857, -4.78197], [3.33597, -1.97383, 0.15880], [3.61957, -1.38490, -1.65653], [3.24787, 1.08286, -1.80119], [5.52174, -1.60535, -1.43039], [3.91728, -1.10222, -3.51233], [3.44686, -3.16652, -2.10531], [1.71474, -1.05412, -1.87578]], "mulliken_charge": [1.194, -1.143, 0.796, -0.668, -0.852, 0.398, -0.867, -0.484, -0.296, 0.305, 0.084, 0.259, -0.364, -0.830, -0.548, -0.565, 0.227, 0.125, 0.619, -0.880, 0.371, 0.319, 0.197, 0.345, 0.349, 0.385, 0.342, 0.735, 0.560, 0.401, 0.386, 0.364, -0.477, 1.877, -0.596, -0.433, -0.426, -0.381, -0.826]}